Computed, not measured: C33H67F6O19 as an isolated structure in a non-equilibrium geometry, with the ωB97M-V functional and the def2-TZVPD basis.

Cartesian coordinates (Å):
O -0.602958 0.443511 0.449188
C -0.016268 0.975951 -0.603452
O 0.767192 1.956121 -0.288112
O -0.169308 0.617101 -1.771772
H -0.284138 1.148281 1.017738
C -2.640528 3.998361 -1.867112
O -2.067298 3.033371 -2.775762
C -2.802948 1.811891 -2.791052
C -2.547518 1.078241 -4.155022
O -1.186238 0.801711 -4.285722
C -0.858398 -0.461349 -4.907562
C 0.556852 -0.980119 -4.305372
O 1.583832 -0.003979 -4.546552
C 2.549632 -0.305709 -5.565252
H -2.263888 3.779561 -0.867932
H -3.705618 4.179971 -2.011022
H -2.102318 4.917011 -2.100602
H -3.823088 1.978371 -2.445072
H -2.422208 1.232731 -1.949802
H -2.819088 1.815811 -4.910232
H -3.232448 0.244371 -4.308732
H -0.948448 -0.450339 -5.993772
H -1.644618 -1.203629 -4.769812
H 0.942772 -1.963309 -4.574632
H 0.479002 -0.958509 -3.218372
H 2.155092 -0.083939 -6.556842
H 2.735782 -1.379689 -5.568682
H 3.543392 0.130971 -5.465922
C 3.756202 -0.442089 -4.033912
O 2.479172 0.054221 -3.639632
C 2.086472 -0.351659 -2.263992
C 3.060942 -0.073319 -1.138562
O 4.160572 -0.928739 -1.191072
C 4.820222 -1.041159 0.098778
C 6.332752 -1.393969 -0.034572
O 6.695182 -2.711399 -0.607132
C 8.057352 -3.178829 -0.661282
H 3.979242 -0.336779 -5.095642
H 3.565462 -1.508119 -4.157572
H 4.618242 -0.280719 -3.386642
H 1.914192 -1.426669 -2.211152
H 1.178882 0.190901 -1.999402
H 2.573772 -0.278439 -0.185302
H 3.329422 0.981901 -1.188752
H 4.128402 -1.725179 0.590318
H 4.862002 -0.086809 0.623738
H 6.833142 -1.140419 0.899988
H 6.704952 -0.613549 -0.698282
H 8.534302 -3.118749 0.316988
H 8.564882 -2.411319 -1.245612
H 8.088132 -4.155389 -1.144482
C -3.392268 -2.511709 4.485598
O -3.999308 -1.156719 4.638418
C -5.408948 -1.112739 4.652078
C -6.088188 -1.590369 3.305548
O -5.650308 -0.782359 2.233848
C -5.518978 -1.514749 0.974968
C -4.146088 -2.231689 0.749598
O -3.190518 -1.157629 0.702178
C -1.896748 -1.617669 0.556568
H -3.906188 -3.192789 5.163928
H -2.325638 -2.442909 4.699298
H -3.576548 -2.791339 3.448318
H -5.747778 -0.083239 4.767928
H -5.799738 -1.689659 5.490258
H -7.126288 -1.321919 3.501468
H -5.923018 -2.667689 3.319728
H -5.677978 -0.708339 0.259078
H -6.230218 -2.320139 0.791738
H -4.225088 -2.786969 -0.185022
H -3.853928 -3.017659 1.446008
H -1.210728 -0.885949 0.129878
H -1.746778 -2.545669 0.004828
H -1.632818 -1.721689 1.609008
C 5.249342 2.343761 1.723888
O 4.454622 3.491061 1.407258
C 4.145122 4.395871 2.491578
C 2.989322 3.761131 3.324458
O 1.835672 3.660481 2.465118
C 0.642322 3.356741 3.130018
C -0.485538 2.886911 2.262908
O -0.621998 3.762021 1.132448
C -1.910788 3.724201 0.409508
H 5.173652 1.564871 0.965128
H 4.949392 1.985821 2.708778
H 6.260102 2.744601 1.800028
H 3.725412 5.328821 2.115358
H 5.000222 4.583781 3.140878
H 2.886902 4.309871 4.260668
H 3.195312 2.784841 3.763248
H 0.415862 4.318791 3.589668
H 0.941552 2.492261 3.722658
H -1.374738 2.810141 2.888638
H -0.349588 1.894381 1.833378
H -2.709598 4.048721 1.076348
H -2.162608 2.747931 -0.004722
H -1.952558 4.443541 -0.408352
C -0.438278 -2.425759 3.816448
C 0.458722 -1.582659 4.718678
O 1.005232 -0.526759 4.029508
C 2.130482 -0.577259 3.220528
O 2.927722 -1.547119 3.112318
C 2.366172 0.671651 2.387768
F 1.198702 1.212261 2.043368
F 3.019472 1.590691 3.067658
F 3.154212 0.415421 1.276888
H 0.008882 -3.185529 3.175438
H -0.973858 -1.739799 3.160158
H -1.089098 -2.910269 4.544308
H 1.333992 -2.178979 4.976378
H -0.026978 -0.962109 5.471748
C -1.140988 -1.764889 -1.655632
C -2.328118 -0.932559 -1.767692
O -3.354818 -1.816549 -2.388732
C -4.549678 -1.234769 -2.704772
O -4.803048 0.008951 -2.582152
C -5.647118 -2.232039 -3.115862
F -6.558828 -2.310969 -2.195842
F -6.199348 -1.836839 -4.267252
F -5.121008 -3.450079 -3.328902
H -0.333508 -1.044829 -1.522942
H -0.839238 -2.447379 -2.450142
H -1.170128 -2.442949 -0.802702
H -2.062598 -0.177179 -2.507292
H -2.490328 -0.537189 -0.764962

Atomic forces in eV per Å
O -0.6 0.4 0.4
C 4.1 5.7 -1.6
O -1.2 -2.0 -0.7
O -2.4 0.6 0.2
H -0.2 -0.6 0.3
C -0.3 -0.6 -4.4
O -0.9 0.5 -0.6
C 1.0 0.3 0.8
C -1.2 2.0 0.6
O 1.0 -1.9 -0.7
C 1.0 0.2 0.6
C -3.1 -0.5 1.0
O -7.6 2.1 -3.1
C -1.6 -1.6 -12.2
H -3.8 -2.6 -6.3
H -0.3 -0.2 -0.1
H 0.0 0.4 -0.3
H -0.4 0.1 -1.1
H 0.1 0.3 -0.4
H -0.1 0.1 -0.3
H 0.4 -0.3 0.2
H 1.0 0.7 -0.4
H 0.1 -0.4 1.2
H -0.3 0.2 -0.6
H -0.9 -0.3 -0.8
H -1.4 0.4 0.4
H -0.2 0.0 -0.7
H -4.6 6.0 -6.9
C 6.2 -5.4 2.9
O 3.2 3.7 11.3
C 0.2 -1.0 2.7
C 0.0 0.2 -1.4
O 2.0 0.0 0.3
C 0.5 -1.1 -1.5
C 0.2 -0.8 -1.3
O -1.4 0.3 1.1
C -0.9 2.5 0.1
H 8.5 -4.2 4.4
H 1.0 -0.4 1.0
H -1.1 0.8 1.0
H 0.3 -0.2 -0.6
H 0.7 0.0 -0.8
H -0.9 0.1 -1.3
H 0.2 0.2 0.4
H 0.8 -0.3 0.9
H 0.1 -0.4 -0.3
H 0.0 -0.7 0.5
H 0.1 0.0 -0.5
H 0.0 -0.6 0.3
H 0.6 -0.3 -0.5
H -0.2 0.2 0.2
C -2.0 2.1 0.2
O 1.0 -0.9 0.2
C 0.0 -0.2 -1.6
C 0.5 1.3 2.4
O 0.3 -2.2 -0.9
C 1.1 0.0 0.7
C -0.6 2.4 0.0
O -2.5 -0.9 0.0
C 0.2 -1.4 4.9
H 0.0 -0.2 0.1
H -1.7 0.4 0.1
H 0.4 -0.4 0.1
H 0.6 0.2 0.2
H -0.2 -0.3 0.1
H -0.5 -0.6 -0.2
H -0.1 -0.1 -1.1
H 0.3 -0.4 -0.4
H -0.8 0.3 0.5
H 0.1 0.2 -0.5
H -0.2 0.2 0.7
H -1.4 -1.7 1.0
H -2.6 -0.3 3.3
H 0.9 -0.5 0.0
C 0.2 1.9 0.9
O -0.3 0.6 -0.4
C -1.4 -2.3 0.2
C 0.2 1.6 0.4
O 1.8 0.7 -0.6
C 1.1 0.2 0.0
C -0.9 0.9 -2.0
O -1.8 0.4 0.4
C 3.4 0.3 6.7
H -0.1 0.6 0.1
H 0.5 -0.4 -0.2
H 0.5 -0.6 0.0
H 0.4 -0.1 -0.5
H 0.2 0.0 0.0
H -0.8 1.2 -0.1
H 0.7 2.9 0.6
H -0.8 -0.4 1.0
H -0.9 0.4 1.4
H -0.4 0.3 0.1
H -0.6 1.9 1.9
H -0.4 -0.2 0.2
H 0.6 -0.6 0.7
H 3.2 2.9 4.4
C 0.1 0.5 0.8
C 1.1 -1.6 -0.6
O 3.2 3.6 -4.1
C 1.1 -5.0 1.0
O -3.1 3.4 0.7
C -0.1 -0.1 -1.7
F 2.7 -2.0 0.3
F -0.3 -4.5 -0.7
F -2.2 0.8 3.5
H 0.6 0.2 0.3
H -0.3 -0.2 0.4
H 0.7 -0.5 -0.8
H -0.3 -0.3 1.2
H -0.4 -1.3 0.7
C 2.9 -3.0 -1.8
C 0.7 -0.4 -2.8
O -2.9 1.2 0.0
C 1.5 4.3 1.9
O 0.4 -5.5 -0.5
C 1.9 0.0 -1.4
F -1.1 -0.1 1.0
F -0.3 0.1 0.0
F -0.2 0.0 0.1
H -0.2 -1.0 0.1
H -0.5 0.5 -1.0
H 2.0 0.2 -3.9
H -0.4 -0.8 0.6
H -1.5 0.5 -1.8

Output
orbital gap = 1.9605 eV
net charge = -1
E = -3324.70371 Eh
highest occupied orbital energy = -0.13 eV